(1)
Density functional theory data (ωB97M-V/def2-TZVPD) for 2 unconnected molecules or ions with the total composition CH7N3OP in a non-equilibrium geometry.

XYZ file:
```
13
CH7N3OP | OMol25 | ωB97M-V/def2-TZVPD
C 1.122 0.341 0.230
N 2.358 0.164 0.442
N 0.325 -0.713 -0.122
N -1.023 -0.748 -0.172
O 0.679 1.560 0.098
P -2.043 0.536 0.101
H 2.781 -0.741 0.646
H 2.841 1.068 0.828
H 0.612 -1.725 -0.092
H -0.983 -0.938 -2.241
H -0.309 1.814 0.000
H -3.074 -0.330 0.407
H -1.816 0.763 1.404
```

## Properties
HOMO (spin up / spin down) in eV: -13.12 / -13.44
Total charge: +1
Gap between HOMO and LUMO (spin up / spin down) in eV: 9.056 / 7.999

(2)
Density functional theory data (ωB97M-V/def2-TZVPD) for 2 unconnected molecules or ions with the total composition CH7N4 in a non-equilibrium geometry.

XYZ file:
```
12
CH7N4 | OMol25 | ωB97M-V/def2-TZVPD
C 1.679 -0.062 -0.042
N 1.247 1.194 -0.041
N 0.821 -1.078 -0.118
N -1.845 -0.582 0.065
N -2.060 0.596 -0.049
H 2.709 -0.121 0.171
H 1.148 -1.985 0.004
H -0.194 -0.902 -0.028
H 0.262 1.444 -0.090
H -2.568 -1.237 -0.058
H 1.870 1.857 0.251
H -3.067 0.875 -0.065
```

## Properties
HOMO (spin up / spin down) in eV: -11.74 / -15.79
Multiplicity: 3
Total charge: +1
Gap between HOMO and LUMO (spin up / spin down) in eV: 8.074 / 9.454

(3)
Density functional theory data (ωB97M-V/def2-TZVPD) for 2 unconnected molecules or ions with the total composition CH7N4O in a non-equilibrium geometry.

XYZ file:
```
13
CH7N4O | OMol25 | ωB97M-V/def2-TZVPD
C -1.844 -0.136 0.040
N -2.143 1.078 -0.067
N 0.776 0.873 -0.180
N 0.040 -0.106 -0.693
N 0.676 -1.475 -0.117
O -2.133 -1.152 0.498
H -1.979 1.583 -0.902
H -2.983 1.474 0.314
H 0.582 0.987 0.790
H 1.677 1.110 -0.657
H -0.038 -2.153 0.142
H 1.162 -1.971 -0.836
H 1.300 -1.267 0.602
```

## Properties
HOMO in eV: -13.97
Total charge: +1
Gap between HOMO and LUMO in eV: 10.557

(4)
Density functional theory data (ωB97M-V/def2-TZVPD) for a molecular structure, CH7N6 in a non-equilibrium geometry.

XYZ file:
```
14
CH7N6 | OMol25 | ωB97M-V/def2-TZVPD
C 1.820 0.957 0.007
N 1.880 -1.762 -0.061
N 0.865 -2.232 -0.009
N 0.667 1.009 0.004
N -0.292 -2.486 0.049
N 3.100 0.910 0.015
N -1.803 0.471 -0.030
H -0.682 0.757 -0.007
H -0.626 -3.435 0.083
H 3.656 1.750 0.056
H 3.552 0.007 -0.023
H -2.027 0.078 -0.944
H -2.381 1.292 0.147
H -1.962 -0.234 0.689
```

## Properties
HOMO in eV: -13.99
Total charge: +1
Gap between HOMO and LUMO in eV: 11.040

(5)
Density functional theory data (ωB97M-V/def2-TZVPD) for 2 unconnected molecules or ions with the total composition CH7NO in a non-equilibrium geometry.

XYZ file:
```
10
CH7NO | OMol25 | ωB97M-V/def2-TZVPD
C -0.368 -2.831 2.994
N -0.041 -1.690 2.107
H -0.872 -3.621 2.441
H -0.903 -2.391 3.832
H 0.558 -3.230 3.407
H 0.804 -1.786 1.580
H -0.869 -1.310 1.693
O 0.322 4.219 -4.544
H 0.118 3.520 -5.179
H 1.076 3.878 -4.061
```

## Properties
HOMO in eV: -8.89
SMILES string: CN.O
Gap between HOMO and LUMO in eV: 9.970

(6)
Density functional theory data (ωB97M-V/def2-TZVPD) for 3 unconnected molecules or ions with the total composition CH7NO4 in a non-equilibrium geometry.

XYZ file:
```
13
CH7NO4 | OMol25 | ωB97M-V/def2-TZVPD
N 1.186 0.093 0.850
C -0.109 0.193 1.301
O -0.588 1.163 1.828
O -0.859 -0.915 1.105
H 1.792 0.934 0.917
H 1.544 -0.696 0.362
H -0.344 -1.702 0.858
O 0.643 -1.575 -1.214
H 1.341 -0.941 -1.381
H -0.197 -1.483 -1.675
O -1.166 1.508 -1.010
H -1.896 1.212 -1.555
H -1.346 2.209 -0.387
```

## Properties
HOMO in eV: -10.15
SMILES string: NC(=O)O.O.O
Gap between HOMO and LUMO in eV: 10.525

(7)
Density functional theory data (ωB97M-V/def2-TZVPD) for 3 unconnected molecules or ions with the total composition CH7NO4 in a non-equilibrium geometry.

XYZ file:
```
13
CH7NO4 | OMol25 | ωB97M-V/def2-TZVPD
N 0.364 1.470 1.200
C -0.817 0.828 1.055
O -1.904 1.318 0.995
O -0.607 -0.550 1.115
H 0.346 2.441 0.938
H 1.257 1.053 1.367
H -0.900 -1.014 0.323
O -0.813 -2.239 -1.549
H -1.636 -1.779 -1.349
H -0.247 -2.139 -0.777
O 1.686 0.532 -1.357
H 2.142 0.335 -0.533
H 1.128 -0.256 -1.428
```

## Properties
HOMO in eV: -10.74
SMILES string: NC(=O)O.O.O
Gap between HOMO and LUMO in eV: 10.877

(8)
Density functional theory data (ωB97M-V/def2-TZVPD) for a single CH7NOP2 molecule in a non-equilibrium geometry.

XYZ file:
```
12
CH7NOP2 | OMol25 | ωB97M-V/def2-TZVPD
C 0.662 1.513 0.412
N 0.129 0.317 1.084
O -0.969 -0.245 0.427
P -0.500 -1.604 -0.294
P 0.378 -1.210 -2.093
H 1.322 2.074 1.057
H 1.010 1.087 -0.521
H -0.084 2.305 0.064
H -0.241 0.606 1.924
H 0.444 -2.339 0.297
H -1.841 -2.370 0.124
H -0.310 -0.133 -2.481
```

## Properties
HOMO in eV: -7.79
SMILES string: CNO[PH2]=P
Gap between HOMO and LUMO in eV: 8.518

(9)
Density functional theory data (ωB97M-V/def2-TZVPD) for 2 unconnected molecules or ions with the total composition CH7NOS in a non-equilibrium geometry.

XYZ file:
```
11
CH7NOS | OMol25 | ωB97M-V/def2-TZVPD
N -0.554 -3.358 -1.889
C -0.980 -2.029 -2.108
O -0.851 -1.158 -0.928
H 0.426 -3.399 -1.670
H -1.187 -3.932 -1.363
H -0.390 -1.540 -2.821
H -2.017 -1.955 -2.377
H 0.086 -0.934 -0.892
S 1.069 3.288 2.269
H 0.961 1.985 2.008
H 1.672 3.230 3.461
```

## Properties
HOMO in eV: -9.65
SMILES string: NCO.S
Gap between HOMO and LUMO in eV: 10.345

(10)
Density functional theory data (ωB97M-V/def2-TZVPD) for 2 unconnected molecules or ions with the total composition CH7NOS in a non-equilibrium geometry.

XYZ file:
```
11
CH7NOS | OMol25 | ωB97M-V/def2-TZVPD
N 0.199 -0.468 -0.121
C 0.074 -1.888 -0.272
O 0.889 -2.454 -1.282
H 0.887 0.146 0.266
H -0.664 -0.031 -0.390
H 0.207 -2.418 0.675
H -0.941 -2.075 -0.611
H 1.787 -2.484 -0.934
S -0.517 4.435 0.935
H -1.480 3.960 0.136
H -0.442 3.277 1.599
```

## Properties
HOMO in eV: -9.33
SMILES string: NCO.S
Gap between HOMO and LUMO in eV: 10.003

(11)
Density functional theory data (ωB97M-V/def2-TZVPD) for 2 unconnected molecules or ions with the total composition CH7NOS in a non-equilibrium geometry.

XYZ file:
```
11
CH7NOS | OMol25 | ωB97M-V/def2-TZVPD
S -1.796 -1.495 -0.103
H -1.601 -1.724 1.202
H -1.817 -0.112 0.138
N 2.412 0.918 -0.419
C 1.345 0.720 0.469
O -0.021 1.287 0.074
H 2.307 0.538 -1.356
H 2.442 1.926 -0.585
H 1.135 -0.308 0.764
H 1.524 1.339 1.349
H 0.235 1.931 -0.585
```

## Properties
HOMO (spin up / spin down) in eV: -14.33 / -14.20
Multiplicity: 2
Total charge: +1
Gap between HOMO and LUMO (spin up / spin down) in eV: 10.084 / 4.193

(12)
Density functional theory data (ωB97M-V/def2-TZVPD) for 2 unconnected molecules or ions with the total composition CH7NOS2 in a non-equilibrium geometry.

XYZ file:
```
12
CH7NOS2 | OMol25 | ωB97M-V/def2-TZVPD
S -1.775 0.534 -0.950
S -0.002 0.484 -2.193
H -1.287 -0.238 0.019
H 0.886 1.081 -1.384
N 1.177 -1.658 2.592
C 1.605 -0.645 1.651
O 0.633 0.359 1.356
H 0.281 -2.008 2.297
H 1.027 -1.265 3.513
H 1.831 -1.122 0.707
H 2.528 -0.188 2.003
H 0.723 1.070 1.996
```

## Properties
HOMO (spin up / spin down) in eV: 0.23 / -3.73
Multiplicity: 2
Total charge: -1
Gap between HOMO and LUMO (spin up / spin down) in eV: 2.966 / 6.896

(13)
Density functional theory data (ωB97M-V/def2-TZVPD) for 2 unconnected molecules or ions with the total composition CH7NOS2 in a non-equilibrium geometry.

XYZ file:
```
12
CH7NOS2 | OMol25 | ωB97M-V/def2-TZVPD
N 0.948 0.159 2.917
C 1.809 -0.546 3.816
O 1.178 -0.416 5.171
H 0.006 -0.110 3.185
H 1.133 1.146 3.046
H 1.752 -1.626 3.741
H 2.798 -0.112 3.923
H 1.791 -0.615 5.890
S -1.518 0.859 -3.655
S -0.592 -0.460 -2.400
H -0.978 0.613 -4.879
H 0.448 0.322 -2.126
```

## Properties
HOMO in eV: -9.59
SMILES string: NCO.SS
Gap between HOMO and LUMO in eV: 10.052

(14)
Density functional theory data (ωB97M-V/def2-TZVPD) for 2 unconnected molecules or ions with the total composition CH7NOS2 in a non-equilibrium geometry.

XYZ file:
```
12
CH7NOS2 | OMol25 | ωB97M-V/def2-TZVPD
N -1.103 0.196 -1.476
C -1.913 -0.830 -0.764
O -2.809 -0.102 0.069
H -1.027 0.937 -0.792
H -0.161 -0.156 -1.543
H -2.548 -1.416 -1.433
H -1.169 -1.472 -0.280
H -3.080 -0.726 0.738
S 2.759 -0.096 1.405
S 3.542 1.605 2.297
H 2.758 0.282 0.092
H 4.751 1.777 1.689
```

## Properties
HOMO in eV: -9.26
SMILES string: NCO.SS
Gap between HOMO and LUMO in eV: 9.359

(15)
Density functional theory data (ωB97M-V/def2-TZVPD) for 2 unconnected molecules or ions with the total composition CH7NS in a non-equilibrium geometry.

XYZ file:
```
10
CH7NS | OMol25 | ωB97M-V/def2-TZVPD
C -1.167 0.581 -0.442
N -0.370 -0.325 0.395
H -1.662 0.041 -1.283
H -2.024 0.915 0.134
H -0.564 1.296 -1.000
H -0.299 -1.260 0.034
H -0.691 -0.151 1.336
S 2.488 -0.127 0.171
H 3.297 -1.189 0.127
H 0.993 0.221 0.527
```

## Properties
HOMO in eV: -8.05
SMILES string: CN.S
Gap between HOMO and LUMO in eV: 8.643

(16)
Density functional theory data (ωB97M-V/def2-TZVPD) for 2 unconnected molecules or ions with the total composition CH7NS2 in a non-equilibrium geometry.

XYZ file:
```
11
CH7NS2 | OMol25 | ωB97M-V/def2-TZVPD
C 2.598 -1.353 0.714
N 3.593 -0.513 -0.073
H 3.355 -1.797 1.382
H 1.945 -0.726 1.318
H 2.037 -2.163 0.170
H 4.332 -0.625 -0.742
H 3.377 0.495 -0.192
S -4.557 1.638 -1.400
S -6.260 1.838 -0.339
H -3.926 2.615 -0.752
H -6.494 0.591 -0.085
```

## Properties
HOMO in eV: -8.56
SMILES string: CN.SS
Gap between HOMO and LUMO in eV: 9.002

(17)
Density functional theory data (ωB97M-V/def2-TZVPD) for 2 unconnected molecules or ions with the total composition CH7NS2.

XYZ file:
```
11
CH7NS2 | OMol25 | ωB97M-V/def2-TZVPD
C -0.004 -1.369 -1.538
S -0.248 0.397 -1.148
S 1.161 0.825 0.261
H -1.016 -1.701 -1.771
H 0.563 -1.921 -0.786
H 0.576 -1.418 -2.456
H 0.355 1.332 1.197
N -1.555 -0.348 2.356
H -1.337 0.054 3.260
H -2.203 -1.116 2.499
H -0.703 -0.716 1.943
```

## Properties
HOMO in eV: -8.46
SMILES string: CSS.N
Gap between HOMO and LUMO in eV: 9.116

(18)
Density functional theory data (ωB97M-V/def2-TZVPD) for 2 unconnected molecules or ions with the total composition CH7NS2 in a non-equilibrium geometry.

XYZ file:
```
11
CH7NS2 | OMol25 | ωB97M-V/def2-TZVPD
C -0.450 -0.770 2.221
S 0.882 0.163 1.420
S 0.173 0.449 -0.483
H -1.243 -0.045 2.446
H -0.126 -1.184 3.171
H -1.001 -1.502 1.634
H -0.420 1.659 -0.391
N -1.245 -0.468 -3.446
H -1.197 -0.904 -2.523
H -0.480 -0.888 -3.966
H -0.989 0.481 -3.167
```

## Properties
HOMO in eV: -9.28
SMILES string: CSS.N
Gap between HOMO and LUMO in eV: 9.795

(19)
Density functional theory data (ωB97M-V/def2-TZVPD) for 3 unconnected molecules or ions with the total composition CH7O2S in a non-equilibrium geometry.

XYZ file:
```
11
CH7O2S | OMol25 | ωB97M-V/def2-TZVPD
C 0.473 0.703 -1.328
S 0.451 0.280 0.463
H 1.206 0.034 -1.912
H -0.525 0.538 -1.813
H 0.770 1.738 -1.467
H 0.544 -3.058 -0.354
H 1.173 -1.776 -0.032
O 1.360 -2.752 -0.318
H -1.588 1.108 0.689
H -2.291 2.369 1.353
O -2.528 1.547 0.830
```

## Properties
HOMO (spin up / spin down) in eV: -10.40 / -10.03
Multiplicity: 2
Gap between HOMO and LUMO (spin up / spin down) in eV: 11.072 / 6.953

(20)
Density functional theory data (ωB97M-V/def2-TZVPD) for 4 unconnected molecules or ions with the total composition CH7O5.

XYZ file:
```
13
CH7O5 | OMol25 | ωB97M-V/def2-TZVPD
O 0.733 -0.638 -1.685
C 1.101 -0.162 -0.604
O 0.460 0.455 0.274
H 2.182 -0.304 -0.383
H 0.242 -1.718 2.330
H 1.113 -0.629 1.733
O 1.122 -1.324 2.414
H -0.590 1.907 0.717
H -0.490 3.467 0.710
O -1.101 2.745 0.769
H -1.817 -1.997 -2.049
H -0.999 -0.757 -2.075
O -1.955 -1.045 -2.152
```

## Properties
HOMO in eV: -5.44
Total charge: -1
Gap between HOMO and LUMO in eV: 9.419

Values of relative energy (zero: lowest compared OMol25 entry of this formula, charge and spin), in order: 5.216 0.000 1.433 1.504 0.356 0.903 1.135 1.404 0.238 0.411 0.768 0.140 0.425 0.629 2.197 1.611 0.284 0.262 0.502 0.309, all in eV.
Values of E, in order: -16944.6738 -7100.5732 -9148.6107 -10082.8989 -4687.5717 -10830.9795 -10830.7472 -23261.6930 -15522.7242 -15522.5519 -15512.8955 -26357.8449 -26357.8483 -26357.6440 -13473.6200 -24309.6040 -24310.9309 -24310.9531 -16078.6997 -11390.5763, all in eV.